Entry 1:
{"formula": "C5H8O", "method": "ωB97M-V/def2-TZVPD", "spin_multiplicity": 1, "gap_ha": 0.3670, "smiles": "C=C(C=O)CC", "homo_energy_ha": -0.3684, "lumo_energy_ev": -0.04, "species": ["C", "C", "C", "O", "C", "C", "H", "H", "H", "H", "H", "H", "H", "H"], "xyz": [[-1.553283, -1.360135, -0.118672], [-0.585805, -0.387666, 0.067807], [-0.768451, 1.081465, -0.246198], [-0.100679, 1.996438, 0.271951], [0.774222, -0.771206, 0.592193], [1.874682, -0.390427, -0.457403], [-2.549798, -1.041542, -0.631952], [-1.428024, -2.413465, 0.207566], [-1.721614, 1.205186, -0.806466], [0.965508, -0.239807, 1.565290], [0.775848, -1.775167, 0.838387], [2.932678, -0.635790, -0.251688], [1.794649, 0.675081, -0.703110], [1.587999, -0.778185, -1.419995]], "forces_ev_per_a": [[-0.3, 2.7, -0.8], [-0.2, -1.7, -0.2], [0.0, 0.5, 2.1], [-1.7, -2.4, -1.8], [0.9, 2.7, 0.3], [-0.6, 0.6, 0.0], [1.8, -0.8, 1.1], [0.0, 1.0, -0.4], [0.4, 0.8, -0.2], [-0.1, -0.2, -0.9], [0.1, -2.2, 0.3], [-0.7, 0.0, 0.2], [0.3, 0.0, 0.7], [0.1, -0.9, -0.4]]}

***

Entry 2:
{"formula": "C24H32F5GeIrO2S2", "method": "ωB97M-V/def2-TZVPD", "charge": 1, "spin_multiplicity": 2, "gap_ha": [0.2617, 0.2290], "homo_energy_ha": [-0.3912, -0.3894], "lumo_energy_ev": [-3.53, -4.36], "species": ["Ir", "F", "C", "C", "F", "C", "F", "C", "S", "C", "F", "C", "F", "C", "Ge", "C", "C", "C", "H", "H", "H", "H", "H", "H", "H", "H", "H", "H", "C", "C", "C", "S", "O", "C", "C", "C", "H", "H", "H", "H", "H", "H", "H", "H", "H", "H", "H", "H", "H", "H", "C", "C", "O", "C", "C", "C", "C", "C", "C", "H", "H", "H", "H", "H", "H", "H", "H"], "xyz": [[0.177264, 0.173430, -0.015161], [-6.625734, -0.003999, 1.117963], [-5.317464, 0.072850, 1.324942], [-4.440046, -0.012742, 0.265267], [-4.894183, -0.188939, -0.974938], [-3.084452, 0.056154, 0.507737], [-2.261708, -0.076799, -0.579141], [-2.535720, 0.195808, 1.771261], [-0.810561, 0.248850, 2.134324], [-3.450072, 0.267098, 2.816141], [-3.003431, 0.376481, 4.065275], [-4.815079, 0.214391, 2.606701], [-5.650107, 0.283473, 3.633052], [5.071861, -0.567787, 0.347886], [3.235886, -1.142673, 0.103465], [2.727848, -2.294567, 1.596890], [3.041074, -2.077904, -1.595033], [1.966626, 0.376177, 0.078275], [5.703560, -1.456437, 0.308912], [5.212269, -0.083898, 1.313921], [5.388100, 0.114484, -0.441538], [3.051186, -3.320854, 1.415395], [1.650344, -2.266490, 1.737989], [3.201634, -1.945276, 2.515029], [3.610220, -3.008939, -1.561436], [3.429276, -1.469892, -2.413288], [1.992343, -2.301242, -1.784127], [2.379174, 1.394186, 0.028791], [-1.137378, -5.082029, 2.765144], [0.209579, -4.948498, 2.056724], [0.113817, -4.393816, 0.636668], [-0.833373, -2.845188, 0.583545], [0.029531, -1.908434, -0.314199], [-2.230132, -3.331999, -0.472668], [-1.995784, -3.096505, -1.961774], [-1.088806, -4.132616, -2.616647], [-0.999251, -5.506661, 3.758459], [-1.816137, -5.739916, 2.215838], [-1.625892, -4.113303, 2.897158], [0.670580, -5.935400, 1.987997], [0.880100, -4.322662, 2.647125], [-0.352256, -5.111162, -0.037306], [1.085953, -4.106740, 0.238070], [-3.075200, -2.747672, -0.104208], [-2.421254, -4.382545, -0.245044], [-1.575188, -2.102210, -2.105024], [-2.976102, -3.099405, -2.441654], [-0.070294, -4.080027, -2.225875], [-1.033361, -3.959709, -3.691096], [-1.468186, -5.145825, -2.466256], [1.213845, 3.030140, -1.952947], [0.158289, 3.155292, -0.902515], [-0.392353, 2.140711, -0.438720], [-0.280931, 4.464401, -0.422446], [0.141467, 5.642418, -1.043804], [-0.304659, 6.865973, -0.578512], [-1.169957, 6.918900, 0.507536], [-1.596725, 5.750280, 1.129507], [-1.157878, 4.525209, 0.665264], [1.508380, 1.989156, -2.056200], [2.085582, 3.640151, -1.716431], [0.808292, 3.381174, -2.904975], [0.814433, 5.606837, -1.891132], [0.021508, 7.777772, -1.060133], [-1.511181, 7.878741, 0.874279], [-2.269333, 5.799016, 1.975352], [-1.468126, 3.606209, 1.145559]], "forces_ev_per_a": [[-2.4, -0.6, -1.3], [0.0, 0.0, 0.0], [-0.2, 0.0, 0.0], [0.0, 0.0, -0.2], [0.0, 0.0, 0.0], [0.1, -0.1, -0.1], [0.2, 0.1, 0.2], [0.2, 0.0, -0.2], [0.1, 0.1, 0.1], [0.0, 0.0, 0.1], [0.0, 0.0, 0.0], [0.0, 0.0, 0.1], [0.0, 0.0, 0.1], [0.0, 0.2, 0.0], [-0.1, -0.4, 0.1], [0.1, 0.1, 0.1], [0.0, 0.0, -0.1], [1.0, 0.3, -0.1], [0.0, 0.0, 0.0], [0.0, 0.0, 0.0], [0.0, 0.0, 0.0], [0.0, 0.0, 0.0], [0.0, 0.0, 0.1], [0.0, 0.0, 0.0], [0.0, 0.0, 0.0], [0.0, 0.0, 0.0], [0.0, 0.0, 0.0], [0.0, 0.0, 0.2], [0.0, 0.0, -0.1], [-0.1, 0.0, 0.1], [0.0, -0.1, 0.0], [0.1, 0.0, 0.0], [0.4, 0.0, 0.4], [-0.1, 0.2, -0.1], [0.1, -0.2, 0.0], [0.0, 0.0, 0.0], [0.0, 0.0, 0.0], [0.0, 0.0, 0.0], [0.0, 0.0, 0.0], [0.1, 0.0, 0.0], [0.0, 0.0, 0.0], [0.0, 0.1, 0.0], [0.0, -0.1, 0.0], [0.0, 0.0, 0.0], [0.0, 0.0, 0.0], [-0.1, 0.0, 0.0], [0.0, 0.0, 0.0], [0.0, 0.0, 0.0], [0.0, 0.0, 0.0], [0.0, 0.0, 0.0], [0.1, 0.0, 0.1], [0.1, 0.0, -0.1], [0.6, 0.2, 0.8], [-0.2, 0.0, -0.2], [0.1, 0.0, 0.0], [0.0, 0.0, 0.0], [0.0, 0.0, 0.0], [0.0, 0.0, 0.0], [0.0, 0.0, 0.1], [0.0, 0.0, -0.1], [0.0, 0.0, 0.0], [0.0, 0.0, 0.0], [0.0, 0.0, 0.0], [0.0, 0.0, 0.0], [0.0, 0.0, 0.0], [0.0, 0.0, 0.0], [0.0, 0.0, 0.0]]}

***

Total energy in eV, matching the order above: -7360.6482 -124105.8614
ΔE to the lowest compared entry with this formula, charge and spin in kcal/mol, matching the order above: 37.1 11.5